The following is a quantum chemistry calculation of an isolated ion of composition C6H14NS and charge -1 at a distorted geometry, from the Open Molecules 2025 dataset.

## Properties
- SMILES string = CCCCNCC[S-]
- charge = -1
- E_LUMO (eV) = 3.426
- gap between HOMO and LUMO (eV) = 5.69

Last column: Löwdin charge in e.
Cartesian coordinates (Å):
C: 0.358 -2.615 -1.493  -0.09
C: -1.076 -2.574 -0.863  -0.26
C: -1.241 -1.549 0.268  -0.23
C: -1.880 -0.195 -0.113  -0.23
N: -1.491 0.886 0.821  -0.11
C: -0.398 1.767 0.425  -0.36
C: 0.918 1.130 -0.130  -0.75
S: 2.389 1.946 0.672  0.02
H: 0.809 -1.613 -1.452  0.06
H: 0.232 -2.936 -2.518  0.06
H: 0.915 -3.221 -0.792  0.06
H: -1.261 -3.544 -0.393  0.09
H: -1.788 -2.300 -1.658  0.10
H: -0.322 -1.403 0.835  0.10
H: -1.932 -1.922 1.049  0.10
H: -2.958 -0.245 0.094  0.10
H: -1.713 0.069 -1.153  0.11
H: -1.565 0.623 1.787  0.09
H: -0.772 2.549 -0.246  0.08
H: -0.149 2.450 1.243  0.05
H: 0.908 0.063 0.006  -0.02
H: 0.889 1.267 -1.235  0.03

---

The following is a quantum chemistry calculation of C3H5NO in the gas phase, from the Open Molecules 2025 dataset.

## Properties
- SMILES string = O=CN1CC1
- E_LUMO (eV) = 1.024
- gap between HOMO and LUMO (eV) = 11.12

Last column: Löwdin charge in e.
Cartesian coordinates (Å):
O: 2.313 -0.827 0.177  0.07
C: 1.482 0.019 -0.011  -0.34
N: 0.281 0.022 0.742  -0.05
C: -0.950 0.688 0.332  -0.12
C: -0.650 -0.663 -0.165  -0.14
H: 1.576 0.743 -0.846  0.14
H: -1.690 0.757 1.125  0.11
H: -0.935 1.519 -0.375  0.11
H: -0.377 -0.679 -1.221  0.11
H: -1.049 -1.580 0.242  0.11

---

The following is a quantum chemistry calculation of C33H37BrFN7O2ReSSi as an isolated structure at a distorted geometry, from the Open Molecules 2025 dataset.

## Properties
- 2S+1 = 2
- charge = +2
- E_LUMO (alpha / beta) (eV) = -7.375 / -8.110
- gap between HOMO and LUMO (alpha / beta) (eV) = 4.76 / 4.02

Last column: Löwdin charge in e.
Cartesian coordinates (Å):
Re: 0.183 0.087 0.014  1.44
C: 0.796 -3.811 4.708  -0.07
C: -0.133 -2.602 4.696  -0.22
N: -0.764 -2.474 3.395  0.01
C: -0.187 -1.836 2.389  -0.74
S: -0.840 -2.037 0.771  0.74
N: 0.902 -1.128 2.573  0.01
N: 1.426 -0.588 1.492  -0.17
C: 2.724 -0.629 1.294  -0.21
C: 3.682 -1.116 2.322  0.02
C: 3.090 -0.365 -0.065  -0.21
C: 4.397 -0.501 -0.552  0.03
C: 4.635 -0.425 -1.907  0.01
C: 3.549 -0.207 -2.755  0.00
C: 2.292 -0.031 -2.215  -0.12
N: 2.035 -0.115 -0.903  -0.05
H: 1.254 -3.932 5.684  0.08
H: 1.584 -3.692 3.967  0.07
H: 0.226 -4.709 4.484  0.08
H: 0.423 -1.682 4.881  0.11
H: -0.922 -2.706 5.443  0.13
H: -1.493 -3.138 3.167  0.14
H: 3.147 -1.365 3.233  0.08
H: 4.423 -0.350 2.543  0.11
H: 4.215 -2.001 1.974  0.11
H: 5.203 -0.670 0.142  0.13
H: 5.630 -0.541 -2.310  0.13
H: 3.682 -0.162 -3.824  0.13
H: 1.453 0.181 -2.859  0.10
C: -2.724 1.717 -1.049  -0.03
O: -1.823 0.677 -1.427  -0.21
C: -2.096 0.086 -2.641  -0.20
C: -3.140 0.489 -3.462  -0.05
C: -3.328 -0.115 -4.699  -0.64
Br: -4.775 0.472 -5.772  0.82
C: -2.475 -1.101 -5.143  -0.04
C: -1.421 -1.527 -4.331  -0.06
C: -1.255 -0.953 -3.065  -0.17
O: -0.253 -1.395 -2.207  -0.09
C: -0.541 -2.534 -4.888  -0.26
N: -0.853 -3.190 -5.986  0.18
C: 0.184 -4.007 -6.268  -0.22
C: 0.363 -4.925 -7.313  0.01
C: 1.540 -5.639 -7.335  -0.08
C: 2.532 -5.450 -6.365  -0.07
C: 2.374 -4.553 -5.315  -0.03
C: 1.194 -3.835 -5.279  -0.19
N: 0.688 -2.898 -4.407  0.16
H: -2.791 2.476 -1.830  0.11
H: -2.336 2.192 -0.154  0.08
H: -3.714 1.303 -0.844  0.13
H: -3.833 1.257 -3.170  0.10
H: -2.601 -1.566 -6.105  0.12
H: -0.430 -2.312 -1.946  0.10
H: -0.401 -5.049 -8.064  0.12
H: 1.710 -6.366 -8.114  0.11
H: 3.445 -6.022 -6.433  0.11
H: 3.136 -4.439 -4.557  0.10
H: 1.175 -2.494 -3.623  0.13
C: 0.618 5.055 -0.405  -0.15
Si: 1.221 3.269 -0.675  0.55
C: 3.109 3.088 -0.430  -0.13
C: 0.635 2.749 -2.425  -0.15
N: 0.438 2.109 0.451  -0.14
C: -0.137 2.541 1.607  -0.32
C: 0.251 3.682 2.337  -0.02
C: -0.459 4.106 3.442  -0.04
C: -1.589 3.425 3.881  -0.03
C: -1.984 2.266 3.222  0.02
C: -1.241 1.851 2.148  -0.20
F: -1.593 0.687 1.473  -0.08
H: 0.594 5.582 -1.353  0.04
H: 1.289 5.614 0.239  0.04
H: -0.375 5.108 0.029  0.04
H: 3.630 3.226 -1.371  0.04
H: 3.407 2.127 -0.026  0.00
H: 3.475 3.853 0.245  0.04
H: 1.483 2.647 -3.093  0.04
H: -0.014 3.510 -2.849  0.04
H: 0.082 1.815 -2.430  -0.01
H: 1.139 4.207 2.031  0.10
H: -0.134 4.992 3.971  0.12
H: -2.153 3.781 4.729  0.12
H: -2.851 1.702 3.532  0.13

---

The following is a quantum chemistry calculation of C14H23N5O3S in the gas phase at a distorted geometry, from the Open Molecules 2025 dataset.

## Properties
- SMILES string = CNC(=O)[C@@H](Cc1c[nH]cn1)NC(=O)[C@@H](CCSC)NC(C)=O
- E_LUMO (eV) = 0.706
- gap between HOMO and LUMO (eV) = 9.24

Last column: Löwdin charge in e.
Cartesian coordinates (Å):
C: 2.276 1.114 -4.585  -0.07
N: 1.999 1.827 -3.364  0.03
C: 1.451 1.373 -2.279  -0.47
O: 1.332 2.173 -1.361  0.05
C: 0.869 -0.067 -2.155  -0.20
C: 1.920 -1.182 -2.109  -0.08
C: 1.280 -2.527 -1.765  -0.29
C: 1.475 -3.218 -0.599  -0.07
N: 0.664 -4.313 -0.639  0.06
C: -0.040 -4.247 -1.786  -0.19
N: 0.325 -3.190 -2.540  0.10
N: -0.077 -0.208 -1.068  0.13
C: 0.211 -0.236 0.268  -0.39
O: 1.346 -0.380 0.729  0.06
C: -0.958 -0.025 1.233  -0.19
C: -0.537 -0.150 2.705  -0.21
C: -1.615 0.147 3.744  -0.50
S: -1.139 -0.269 5.474  0.78
C: -0.077 1.182 5.852  -0.41
N: -1.597 1.289 0.990  0.13
C: -2.460 1.522 -0.001  -0.52
C: -3.054 2.938 -0.135  0.01
O: -2.758 0.674 -0.830  0.03
H: 1.566 0.340 -4.698  0.06
H: 2.231 1.775 -5.468  0.10
H: 3.269 0.637 -4.515  0.09
H: 2.340 2.780 -3.308  0.16
H: 0.293 -0.206 -3.084  0.15
H: 2.720 -0.968 -1.410  0.12
H: 2.384 -1.252 -3.122  0.11
H: 2.144 -2.928 0.170  0.11
H: 0.502 -4.943 0.103  0.14
H: -0.754 -4.954 -2.148  0.11
H: -1.063 -0.234 -1.331  0.12
H: -1.664 -0.777 1.046  0.14
H: -0.243 -1.174 2.921  0.11
H: 0.344 0.473 2.888  0.11
H: -2.490 -0.439 3.558  0.06
H: -1.861 1.203 3.653  0.07
H: 0.891 1.152 5.348  0.03
H: 0.110 1.210 6.954  0.04
H: -0.632 2.084 5.652  0.02
H: -1.319 2.106 1.526  0.15
H: -4.042 3.002 0.331  0.08
H: -2.416 3.722 0.326  0.08
H: -3.144 3.165 -1.171  0.07

---

For each record above, in turn, the calculated ΔE to the lowest compared entry with this formula, charge and spin values are 106.77, 180.54, 373.90, 0.00 kJ/mol.
For each record above, in turn, the calculated E values are -689.93466, -247.23847, -5252.83593, -1445.00594 Ha.